(1)
{"formula": "C14H13N3O6Os", "method": "ωB97M-V/def2-TZVPD", "species": ["Os", "O", "O", "O", "O", "O", "O", "N", "N", "N", "C", "C", "C", "C", "C", "C", "C", "C", "C", "C", "C", "C", "C", "C", "H", "H", "H", "H", "H", "H", "H", "H", "H", "H", "H", "H", "H"], "positions_angstrom": [[-1.01, -0.54, -0.16], [2.56, 1.51, -0.99], [-0.61, -2.56, -0.64], [1.03, -0.12, -0.83], [-3.01, 0.14, -0.37], [-4.37, 1.89, -0.73], [-0.39, 0.27, 1.85], [-0.92, 1.55, -0.80], [-1.63, -0.97, 3.26], [0.55, -2.79, -1.29], [1.43, 1.11, -0.87], [-0.05, 0.65, 4.16], [0.42, 3.47, -0.54], [0.28, 2.12, -0.75], [-2.03, 2.26, -0.66], [-1.99, 3.62, -0.45], [1.73, -3.01, -3.31], [2.87, -3.18, -1.22], [-0.71, -0.04, 3.01], [1.67, -2.98, -0.58], [-3.29, 1.39, -0.60], [-0.74, 4.23, -0.38], [2.92, -3.18, -2.61], [0.56, -2.82, -2.63], [-2.92, 4.17, -0.36], [1.72, -3.02, -4.39], [1.03, 0.52, 4.07], [-0.39, 0.28, 5.12], [-0.40, -2.67, -3.11], [-0.67, 5.29, -0.17], [-1.89, -1.23, 4.19], [-2.10, -1.42, 2.49], [-0.25, 1.72, 4.09], [1.41, 3.91, -0.50], [3.77, -3.31, -0.63], [1.56, -2.95, 0.49], [3.85, -3.32, -3.13]], "gap_ev": [7.7, 7.6], "largest_force_ev_per_a": 3.650, "spin_multiplicity": 2, "e_above_lowest_kj_mol": 155.5, "total_charge": 1}

---

(2)
{"formula": "C14H13NO5", "method": "ωB97M-V/def2-TZVPD", "species": ["O", "O", "O", "O", "O", "N", "C", "C", "C", "C", "C", "C", "C", "C", "C", "C", "C", "C", "C", "C", "H", "H", "H", "H", "H", "H", "H", "H", "H", "H", "H", "H", "H"], "positions_angstrom": [[0.34, -1.08, -0.65], [0.60, -1.24, 2.29], [-1.00, 0.54, -2.22], [0.67, 0.68, -3.72], [3.25, 1.37, 0.87], [2.09, 0.73, 1.28], [-2.86, -0.09, 1.98], [2.26, -1.05, -1.79], [0.95, -0.62, -1.76], [-1.78, 1.41, -3.03], [-0.29, 0.85, 1.45], [-1.77, -0.89, 2.24], [-1.41, 1.64, 1.20], [-2.68, 1.18, 1.46], [2.45, -1.80, -0.62], [-0.48, -0.43, 1.98], [1.02, 1.39, 1.11], [0.22, 0.25, -2.68], [1.24, -1.78, 0.04], [0.83, -2.30, 1.38], [-1.27, 2.63, 0.79], [-0.08, -2.91, 1.27], [2.98, -0.83, -2.56], [-2.70, 1.59, -2.47], [-1.24, 2.35, -3.20], [1.63, -2.89, 1.82], [3.34, -2.28, -0.30], [-1.90, -1.88, 2.65], [1.04, 2.39, 0.68], [3.95, 0.74, 1.07], [-3.54, 1.81, 1.25], [-1.99, 0.95, -3.99], [-3.86, -0.46, 2.18]], "gap_ev": 9.3, "largest_force_ev_per_a": 1.091, "e_above_lowest_kj_mol": 363.8, "total_charge": 0, "smiles": "COC(=O)c1ccc(COc2ccccc2/C=N/O)o1"}

---

(3)
{"formula": "C14H13NSSn", "method": "ωB97M-V/def2-TZVPD", "species": ["Sn", "S", "N", "C", "C", "C", "C", "C", "C", "C", "C", "C", "C", "C", "C", "C", "C", "H", "H", "H", "H", "H", "H", "H", "H", "H", "H", "H", "H", "H"], "positions_angstrom": [[0.77, -1.27, 0.52], [-2.07, 2.23, -0.34], [-0.07, 0.69, 0.14], [1.09, 4.52, 1.09], [-2.69, -3.16, -1.32], [-0.92, -1.69, -0.75], [-1.77, -0.58, -0.88], [-0.58, 2.94, 0.40], [0.35, 1.93, 0.60], [-1.40, -2.98, -0.82], [-3.10, -0.78, -1.30], [2.65, -1.99, -0.59], [1.61, 2.16, 1.15], [-1.31, 0.67, -0.36], [-3.53, -2.08, -1.56], [1.98, 3.48, 1.38], [-0.24, 4.25, 0.74], [2.75, -1.54, -1.59], [-0.83, -3.82, -0.46], [3.45, -1.72, 0.11], [3.67, -3.64, 1.83], [-4.55, -2.26, -1.90], [3.22, -3.68, 2.48], [-1.03, 4.99, 0.77], [-3.76, 0.07, -1.37], [-3.02, -4.18, -1.47], [2.22, 1.29, 1.38], [2.69, -3.08, -0.72], [1.46, 5.55, 1.09], [2.96, 3.71, 1.76]], "gap_ev": 4.2, "largest_force_ev_per_a": 3.893, "e_above_lowest_kj_mol": 60.3, "total_charge": 2}

---

(4)
{"formula": "C14H14BF9HgN6O", "method": "ωB97M-V/def2-TZVPD", "species": ["Hg", "F", "F", "F", "F", "F", "F", "F", "F", "F", "O", "N", "N", "N", "N", "N", "N", "C", "C", "C", "C", "C", "C", "C", "C", "C", "C", "C", "C", "C", "C", "B", "H", "H", "H", "H", "H", "H", "H", "H", "H", "H", "H", "H", "H", "H"], "positions_angstrom": [[-0.66, 2.08, -1.39], [3.28, -2.13, 4.23], [3.77, 2.42, 2.50], [1.87, 1.70, 3.32], [5.76, 0.86, 4.53], [3.55, 2.15, 4.67], [5.88, 0.74, 2.32], [5.84, -1.10, 3.50], [3.22, -0.49, 5.71], [1.62, -0.71, 4.20], [3.52, -0.53, 2.19], [-2.74, 1.87, -2.31], [-2.27, -1.33, -3.01], [-1.94, -2.61, -2.60], [-2.76, -0.84, -0.71], [-3.64, 0.86, -2.49], [-1.72, -0.08, -0.28], [3.75, 0.11, 3.32], [2.62, 0.59, 0.39], [3.22, 1.62, 3.46], [2.97, -0.82, 4.41], [-3.05, -1.83, 0.16], [-4.79, 1.40, -2.97], [-3.31, 3.04, -2.68], [-2.18, -1.68, 1.25], [-1.37, -0.58, 0.93], [-1.55, -0.98, -4.10], [-0.71, -2.06, -4.42], [-4.62, 2.77, -3.10], [-1.03, -3.06, -3.46], [5.34, 0.16, 3.44], [-3.38, -0.64, -2.14], [-2.13, -2.30, 2.12], [-0.02, -2.11, -5.24], [3.48, 0.51, 0.96], [2.61, 1.44, -0.29], [-5.65, 0.79, -3.20], [-5.34, 3.48, -3.45], [1.81, 0.70, 1.13], [-3.81, -2.56, -0.05], [-2.79, 3.99, -2.65], [-4.42, -1.21, -2.19], [-0.57, -0.15, 1.53], [-1.69, -0.04, -4.61], [-0.68, -4.09, -3.42], [2.39, -0.35, -0.17]], "gap_ev": [3.0, 2.2], "largest_force_ev_per_a": 4.445, "e_above_lowest_kj_mol": 560.8, "total_charge": 0}